DFT (wB97M-V/def2-TZVPD) results for a 19-piece molecular cluster, C90H110N14O10 overall.

Properties
2S+1: 1
LUMO in eV: 0.58
HOMO-LUMO gap in eV: 9.57

```
224
Properties=species:S:1:pos:R:3:forces:R:3:lowdin_charge:R:1
N 14.150959 11.444134 18.298601 -0.5 0.5 0.7 0.07
C 14.676185 11.163128 17.136637 1.7 0.1 -0.7 -0.16
C 15.529948 12.049174 16.451365 -0.6 0.2 -0.2 -0.05
C 15.625319 13.366130 16.932189 0.8 -1.0 -1.8 -0.08
C 14.907872 13.692173 18.036880 0.5 0.6 1.5 -0.09
C 14.308704 12.698947 18.754100 -1.6 -1.4 -0.1 -0.15
H 14.560181 10.145131 16.788341 -0.1 -0.1 -0.2 0.10
H 16.017285 11.688913 15.540588 0.0 0.3 0.4 0.09
H 16.265838 14.122140 16.463998 -0.3 -0.4 0.0 0.10
H 14.999920 14.662122 18.482256 -0.1 0.6 0.0 0.08
H 13.767952 12.831711 19.673267 0.2 0.6 0.5 0.08
N 19.920631 17.628983 14.534787 2.2 0.4 0.0 0.07
C 18.839390 17.313695 13.869411 -0.4 -0.1 -0.5 -0.19
C 18.782674 17.448068 12.488386 -0.3 -0.2 -1.0 -0.06
C 19.895897 17.885785 11.741817 -1.9 0.6 0.5 -0.08
C 20.958019 18.363242 12.469079 1.8 -0.2 -0.2 -0.09
C 20.990344 18.122282 13.841116 -0.9 -0.3 0.9 -0.11
H 17.995044 16.931701 14.468921 0.4 0.3 -0.5 0.09
H 17.843054 17.245751 11.977450 0.2 -0.2 0.0 0.10
H 19.809519 18.019595 10.654005 0.2 -0.2 0.6 0.11
H 21.829034 18.818110 11.941203 -0.7 -0.5 0.7 0.12
H 21.885964 18.262977 14.462621 -0.4 0.3 -0.5 0.08
N 12.701814 10.637051 22.244071 1.3 -0.4 -1.6 0.06
C 12.642490 10.321705 23.509381 -2.1 0.1 0.6 -0.16
C 11.401538 10.456105 24.179021 0.2 0.0 1.2 -0.07
C 10.297949 10.988551 23.521328 0.4 0.6 -0.7 -0.08
C 10.431443 11.320670 22.149316 1.1 -0.6 0.9 -0.06
C 11.659162 11.058799 21.526392 -0.4 0.1 1.1 -0.14
H 13.529805 9.927742 23.995686 -0.1 0.3 0.0 0.07
H 11.315345 10.240295 25.269656 0.2 0.0 -1.0 0.11
H 9.376808 11.250596 24.071969 0.6 -0.4 -0.4 0.11
H 9.660158 11.829677 21.634133 -0.8 0.2 -0.5 0.08
H 11.857066 11.180732 20.456784 -0.2 0.2 0.3 0.10
N 20.565629 16.662884 24.210168 0.2 -0.9 1.2 0.06
C 20.128534 17.415048 25.226782 1.9 -0.6 0.8 -0.18
C 19.395015 18.545913 25.067332 -1.5 1.8 0.3 -0.10
C 18.944947 18.906038 23.800533 1.3 -1.2 -0.6 -0.05
C 19.484115 18.137310 22.742296 -1.2 0.4 1.7 -0.07
C 20.230120 16.991302 22.988768 0.4 0.7 -1.0 -0.17
H 20.546984 17.184384 26.235771 -0.5 -0.1 -0.9 0.12
H 19.144251 19.202976 25.914678 0.1 -0.6 -0.2 0.11
H 18.257943 19.730815 23.620652 0.4 -0.1 0.0 0.11
H 19.206762 18.451782 21.794856 -0.3 0.3 -1.9 0.03
H 20.663146 16.395220 22.149847 -0.5 0.4 0.7 0.11
N 14.576552 10.515973 26.895962 -0.1 0.8 -1.0 0.04
C 15.701308 11.209972 26.614140 -0.5 -1.0 0.4 -0.14
C 16.467125 11.805044 27.609612 -1.2 -0.1 0.2 -0.05
C 15.971650 11.757264 28.933160 0.0 -1.4 -0.8 -0.06
C 14.823827 10.994810 29.230297 0.5 0.9 -3.2 -0.04
C 14.101733 10.477672 28.122502 1.1 -0.5 0.9 -0.16
H 15.947551 11.133332 25.550965 0.4 0.4 0.3 0.08
H 17.404071 12.266336 27.359890 0.2 0.3 0.0 0.09
H 16.619886 12.155647 29.686182 0.0 0.2 0.6 0.09
H 14.472147 10.770569 30.174057 -0.5 0.0 2.0 0.07
H 13.207074 9.859169 28.223946 0.1 0.3 0.4 0.10
N 15.117385 13.905532 21.944517 0.9 -1.0 -1.5 0.08
C 14.838200 13.203303 23.022602 0.4 0.4 0.2 -0.15
C 13.803398 13.578059 23.875008 0.1 -0.8 0.8 -0.08
C 12.930038 14.574378 23.533734 1.5 -0.1 -2.0 -0.03
C 13.201059 15.159571 22.265378 -2.3 1.2 0.9 -0.06
C 14.270105 14.830908 21.499020 0.4 -0.6 1.6 -0.18
H 15.492167 12.342898 23.253778 -0.4 0.6 0.0 0.09
H 13.720705 13.047487 24.810546 -0.2 -0.2 0.2 0.10
H 12.125078 14.819835 24.177997 -0.6 0.5 0.2 0.10
H 12.559545 15.947156 21.874472 -0.1 -0.1 0.2 0.09
H 14.472814 15.358150 20.593261 0.3 0.2 -0.5 0.08
N 10.700349 17.357681 18.136751 0.1 -1.2 -0.6 0.07
C 11.289423 16.418053 18.898758 -0.5 1.3 -0.7 -0.15
C 11.486636 15.090724 18.534726 -0.5 1.8 1.1 -0.07
C 10.952173 14.721974 17.365780 -1.6 1.0 -1.7 -0.06
C 10.212334 15.618391 16.559475 1.4 -0.6 0.8 -0.06
C 10.191137 16.915260 16.938911 0.0 1.6 1.5 -0.16
H 11.632449 16.744983 19.865066 0.1 0.2 0.2 0.08
H 11.884577 14.485572 19.298103 0.7 -1.1 0.3 0.08
H 10.978221 13.764459 17.014928 0.3 -2.7 -0.6 0.08
H 9.741700 15.327052 15.653007 -0.2 -0.4 -0.6 0.10
H 9.695548 17.665223 16.324290 0.1 0.0 0.2 0.10
N 19.519696 11.677490 25.263421 1.6 0.8 -1.3 0.06
C 20.512935 12.338774 24.570268 -1.1 -0.2 1.5 -0.13
C 20.827553 12.036222 23.238793 0.5 1.2 0.9 -0.07
C 20.198659 11.004871 22.555467 -0.3 0.7 1.7 -0.06
C 19.202949 10.348568 23.267695 0.5 -0.1 -1.2 -0.06
C 18.919832 10.733898 24.562681 -0.4 -0.7 0.4 -0.18
H 20.980279 13.131809 25.227708 -0.2 -0.8 -1.4 0.12
H 21.553746 12.692535 22.768608 0.1 -0.3 -0.1 0.09
H 20.513539 10.799086 21.566144 -0.1 -0.4 -0.8 0.07
H 18.651139 9.552505 22.785495 -0.1 -0.1 0.2 0.08
H 18.171497 10.162207 25.082687 -0.4 0.0 0.2 0.08
N 15.050412 17.707922 18.992340 -0.9 -0.4 -0.2 0.07
C 14.137039 18.261022 19.839372 0.7 -0.6 -2.0 -0.18
C 14.444497 18.474969 21.122056 -1.6 1.1 2.7 -0.12
C 15.627215 18.053958 21.692889 0.6 0.0 -0.3 -0.07
C 16.511270 17.396669 20.866035 1.1 -0.7 -1.6 -0.05
C 16.204390 17.220042 19.473247 -1.5 1.9 0.8 -0.12
H 13.136391 18.562288 19.498367 0.7 -0.2 -0.5 0.10
H 13.673033 18.995618 21.738282 0.8 -0.5 -0.3 0.13
H 15.819142 18.314960 22.726406 0.2 -0.3 0.0 0.11
H 17.507219 17.054433 21.150914 -0.4 0.0 0.4 0.09
H 16.851517 16.849915 18.671182 -0.1 -0.1 1.0 0.08
N 19.199594 11.630047 14.757704 1.0 1.2 0.7 0.05
C 20.515440 11.380879 14.986952 -0.4 -0.4 -0.4 -0.16
C 21.453570 12.311709 15.487990 -1.5 -0.6 0.1 -0.08
C 20.988516 13.599454 15.756533 0.6 1.2 -0.5 -0.08
C 19.659579 13.931123 15.467071 -1.5 -0.3 0.1 -0.04
C 18.780934 12.887636 15.026923 2.2 -0.2 0.6 -0.13
H 20.769596 10.327732 14.733328 0.2 0.9 0.4 0.11
H 22.446769 11.983567 15.768087 0.1 0.1 -0.3 0.09
H 21.720392 14.398084 16.077279 -1.0 -1.0 -0.1 0.11
H 19.207233 14.956834 15.633954 1.0 -1.4 -0.2 0.09
H 17.724311 13.015085 14.966857 -0.5 0.4 -0.3 0.06
N 18.645845 20.323714 20.260372 0.0 0.9 -0.8 0.05
C 17.546875 20.726473 19.597987 -0.6 -0.5 0.1 -0.14
C 17.423198 20.699938 18.206973 1.0 0.0 0.3 -0.05
C 18.567176 20.461131 17.437516 0.0 0.5 0.2 -0.09
C 19.772399 20.304129 18.089163 -0.1 -0.9 1.3 -0.04
C 19.731717 20.167183 19.524260 -0.3 -0.1 -2.0 -0.14
H 16.756273 20.984764 20.301528 -0.4 -0.1 -0.6 0.10
H 16.537936 20.827486 17.622934 -0.8 0.3 0.5 0.08
H 18.480032 20.444897 16.344849 0.2 -0.1 0.6 0.08
H 20.657270 20.066631 17.497585 0.0 0.2 0.5 0.09
H 20.569814 19.833958 20.077729 1.1 -0.2 0.3 0.08
N 15.949837 9.874502 23.164581 -1.0 2.0 -0.7 0.06
C 16.080206 9.791610 21.838251 0.7 -1.4 1.3 -0.13
C 16.341473 8.578671 21.221952 0.0 -0.3 -1.0 -0.08
C 16.246243 7.422297 21.975247 0.3 -0.8 0.6 -0.07
C 15.937449 7.554886 23.333589 0.2 -1.9 -0.1 -0.07
C 15.795112 8.800235 23.877488 0.2 -0.7 0.6 -0.21
H 16.059547 10.710789 21.346157 0.1 1.3 -1.0 0.08
H 16.644509 8.499279 20.167589 -0.4 0.3 0.4 0.11
H 16.457038 6.416871 21.540371 -0.3 1.0 0.4 0.12
H 15.872335 6.688778 24.012083 -0.1 0.3 -0.6 0.11
H 15.556837 8.915748 24.930448 0.2 0.1 0.1 0.09
N 23.564008 18.152569 16.269265 -1.1 -3.4 1.2 0.06
C 23.225293 17.493322 17.425411 0.1 0.9 -0.3 -0.11
C 23.110575 18.054031 18.700211 1.0 0.8 -1.2 -0.04
C 23.430328 19.431491 18.768524 -0.8 -0.2 -1.4 -0.07
C 23.736279 20.116755 17.570899 -0.3 -0.2 2.1 -0.07
C 23.768107 19.397073 16.384496 1.4 4.2 -0.7 -0.23
H 23.028604 16.466862 17.283640 -0.2 -1.1 0.0 0.07
H 22.901610 17.426033 19.564043 -0.2 0.3 -0.2 0.10
H 23.256586 19.998497 19.661068 0.4 0.1 0.5 0.09
H 23.952480 21.191591 17.624317 -0.1 -0.5 -0.3 0.11
H 24.060354 19.999295 15.488064 -0.4 -0.8 0.4 0.12
N 19.524285 9.656191 19.084008 -1.4 -0.5 0.2 0.06
C 20.385764 10.257509 18.291393 0.7 -0.7 0.7 -0.14
C 21.758595 10.024856 18.482177 0.0 0.2 -0.9 -0.05
C 22.167364 9.096530 19.417634 0.0 0.7 -0.4 -0.07
C 21.226036 8.446588 20.149249 -0.3 -0.6 0.6 -0.09
C 19.901681 8.742918 19.976229 -0.5 1.2 -0.1 -0.15
H 19.870920 10.875440 17.570685 0.7 0.4 -0.3 0.09
H 22.546518 10.471707 17.901878 -0.1 0.5 -0.3 0.09
H 23.199358 8.902266 19.624755 0.5 0.0 -0.2 0.11
H 21.556637 7.751617 20.867716 0.1 -0.8 0.9 0.10
H 19.094282 8.432467 20.635511 0.3 -0.5 -0.1 0.09
O 24.854730 12.355305 18.925359 0.3 -0.8 0.5 0.11
C 24.044656 13.217381 18.760284 -0.4 0.9 -0.1 -0.58
O 24.135102 14.130750 17.799208 0.7 0.6 -1.1 -0.04
C 25.293598 14.068962 16.922181 -0.6 -0.5 1.0 -0.22
C 24.876620 14.566892 15.609879 0.1 3.2 -0.3 -0.07
C 22.738630 13.447435 19.432487 -0.9 -1.5 0.8 0.03
H 25.642032 13.059529 16.866996 0.2 -0.7 0.2 0.11
H 26.056837 14.693284 17.359601 0.4 0.1 0.2 0.13
H 25.734534 14.524883 14.933188 -0.4 -0.1 -0.2 0.09
H 24.639706 15.675803 15.765960 0.3 -1.3 -0.6 0.09
H 23.971327 14.141344 15.223266 -0.2 -0.6 -0.3 0.06
H 22.713770 12.958085 20.422004 0.0 0.2 -0.4 0.09
H 22.042399 12.880678 18.774908 0.0 0.4 0.5 0.08
H 22.366245 14.466773 19.516114 0.4 0.0 -0.3 0.06
O 15.130984 17.252502 25.636959 0.3 0.3 -0.4 0.09
C 15.388060 16.267906 26.280395 -1.0 0.0 0.6 -0.55
O 16.364674 15.410213 26.006453 -0.3 0.1 0.5 0.02
C 17.043253 15.696568 24.794031 0.9 0.4 0.3 -0.23
C 17.905917 14.540252 24.503612 1.0 -0.4 -1.4 -0.06
C 14.551703 15.839536 27.457915 1.4 -0.7 0.1 0.03
H 17.568554 16.635464 24.872278 0.5 0.2 0.4 0.10
H 16.336076 15.900575 24.066699 -1.6 0.0 -1.7 0.09
H 18.629113 14.705752 23.654165 -0.8 -0.1 0.9 0.09
H 17.350726 13.632525 24.339449 -0.5 -0.3 -0.5 0.06
H 18.441020 14.309427 25.383000 1.2 -0.1 1.0 0.05
H 14.093456 16.681075 27.926425 0.0 0.6 0.4 0.08
H 15.167402 15.213803 28.130110 -0.4 0.4 -0.1 0.09
H 13.756511 15.226726 27.094629 -0.6 -0.6 -0.4 0.07
O 20.440707 15.759875 19.313537 -0.8 -0.1 -0.2 0.07
C 19.387074 15.856129 18.714102 -0.8 -1.3 1.0 -0.49
O 18.225207 15.183999 19.029344 0.7 -0.4 -0.2 -0.09
C 18.068156 14.154744 20.102128 1.7 0.8 -0.3 -0.16
C 18.568827 12.769178 19.708069 -1.0 1.0 0.9 -0.05
C 19.165921 16.766071 17.556628 -0.7 -0.4 0.3 0.00
H 16.998411 14.111786 20.291812 0.1 0.3 0.1 0.08
H 18.648815 14.525601 20.955499 -0.4 0.0 0.1 0.11
H 19.630237 12.670822 19.609315 0.6 0.1 -0.1 0.05
H 18.045299 12.546431 18.814637 -0.2 -0.8 -1.1 0.06
H 18.201096 12.106712 20.497857 0.2 -0.2 -0.1 0.07
H 20.126411 16.930402 17.118128 0.2 0.2 -0.8 0.07
H 18.802724 17.691364 17.951444 0.0 0.9 0.4 0.06
H 18.333274 16.487138 16.892570 0.7 -0.3 0.0 0.08
O 17.014447 18.796641 15.564001 1.5 0.5 1.5 0.08
C 16.011677 18.842627 14.935115 -1.1 -0.6 -1.3 -0.55
O 15.611383 19.914520 14.235332 -0.5 0.3 0.7 -0.02
C 16.239569 21.215157 14.510688 1.1 0.2 -0.6 -0.16
C 17.519293 21.347457 13.625001 -0.6 -1.0 1.6 -0.04
C 15.182521 17.563578 14.764919 0.9 0.9 -0.3 0.04
H 16.524804 21.346828 15.591102 -0.8 -0.3 -1.1 0.11
H 15.506179 21.958463 14.167330 0.1 -0.5 0.6 0.10
H 17.404852 20.587194 12.896931 0.1 -0.9 -0.9 0.06
H 18.413662 21.088633 14.211621 -0.1 0.5 -0.4 0.07
H 17.567472 22.253104 13.066328 0.3 1.0 0.1 0.06
H 14.310108 17.756627 14.183657 -0.9 0.0 -0.1 0.06
H 15.001702 17.168261 15.768489 -0.1 -0.1 -0.3 0.09
H 15.804130 16.891041 14.156568 -0.1 0.0 0.4 0.08
O 13.262183 21.922743 14.967945 0.8 0.7 -0.4 0.10
C 12.371015 21.429275 15.600641 0.8 -0.7 -1.0 -0.56
O 11.307104 22.091533 15.978731 -1.1 -1.2 0.9 0.02
C 11.315732 23.449881 15.764918 -0.1 2.9 0.7 -0.23
C 12.027976 24.238191 16.923287 0.9 -1.6 -1.7 -0.04
C 12.404420 20.026001 16.032708 0.3 -1.8 -0.5 0.04
H 10.263249 23.766233 15.750958 0.3 -0.2 -0.2 0.13
H 11.814202 23.694869 14.824962 -0.3 0.0 0.0 0.12
H 11.933325 23.727987 17.851103 -0.8 -0.2 1.0 0.06
H 11.699331 25.248934 16.940742 -0.2 0.8 0.2 0.06
H 13.113301 24.181910 16.775165 -0.1 0.4 -0.3 0.07
H 13.075348 20.007693 16.874150 -0.1 -0.1 1.0 0.09
H 12.946312 19.328147 15.352828 -0.4 1.0 -0.1 0.09
H 11.437396 19.568222 16.219821 0.0 0.3 0.5 0.07
```
Positions in Å, forces in eV/Å.